1.
{
  "formula": "C16H45N4O5Ti",
  "method": "the ωB97M-V functional and the def2-TZVPD basis",
  "e_above_lowest_kcal_mol": 14.9,
  "gap_ha": [0.163, 0.329],
  "s_squared": 3.752,
  "spin_multiplicity": 4,
  "homo_energy_ev": [-4.0878, -8.6601],
  "lumo_ev": [0.35, 0.28],
  "elements": ["H", "H", "H", "H", "H", "C", "C", "H", "H", "H", "H", "H", "C", "H", "H", "N", "H", "H", "O", "O", "H", "C", "C", "H", "H", "N", "H", "H", "H", "C", "H", "C", "H", "H", "Ti", "C", "H", "H", "H", "H", "H", "O", "H", "H", "H", "C", "H", "H", "C", "C", "C", "H", "H", "H", "H", "N", "N", "O", "C", "H", "H", "C", "H", "H", "H", "C", "C", "H", "O", "H", "H"],
  "coordinates": [[-7.852, -28.909, 0.509], [-8.276, -30.950, -4.355], [-7.309, -29.062, -3.420], [-7.853, -32.516, -3.704], [-10.751, -19.564, 2.384], [-8.569, -25.396, 3.944], [-4.647, -23.839, 1.630], [-8.838, -28.508, -0.898], [-11.936, -22.913, -1.567], [-9.955, -22.859, 1.412], [-5.863, -25.804, 3.291], [-8.390, -30.173, -0.601], [-9.962, -22.569, -0.720], [-7.689, -24.934, -3.341], [-6.581, -31.520, -4.491], [-9.384, -23.906, -0.760], [-9.104, -26.488, 1.715], [-5.185, -20.086, -4.440], [-10.557, -20.946, 0.914], [-4.661, -19.411, -2.563], [-5.608, -27.392, -2.054], [-6.725, -29.633, -2.688], [-7.470, -31.507, -3.852], [-5.681, -29.680, -3.045], [-7.123, -26.970, -1.796], [-8.084, -26.446, 1.727], [-11.976, -20.850, 2.430], [-9.164, -21.849, -0.907], [-7.115, -22.912, -3.507], [-3.608, -18.618, -3.043], [-3.857, -24.271, 2.258], [-10.920, -20.635, 2.245], [-8.188, -26.199, 4.579], [-4.936, -22.890, 2.100], [-7.324, -25.095, -0.248], [-10.551, -22.324, 0.655], [-3.269, -17.982, -2.222], [-11.250, -21.308, -1.955], [-4.781, -22.268, -1.651], [-10.083, -24.652, -0.747], [-9.632, -25.564, 3.772], [-7.511, -25.091, -2.409], [-10.671, -22.783, -2.758], [-8.942, -24.115, -1.675], [-2.750, -19.225, -3.353], [-6.719, -28.977, -1.300], [-4.060, -21.112, -3.570], [-3.955, -17.958, -3.847], [-8.026, -29.147, -0.542], [-4.949, -20.468, -3.431], [-7.830, -25.270, 2.621], [-11.571, -22.741, 0.693], [-8.485, -24.464, 4.514], [-6.278, -24.102, 3.493], [-6.462, -22.716, -1.371], [-6.416, -22.291, -3.912], [-6.378, -27.561, -1.415], [-7.189, -30.960, -2.591], [-5.794, -21.866, -1.548], [-6.961, -20.570, -2.874], [-4.274, -23.664, 0.628], [-6.375, -24.954, 2.810], [-10.270, -21.134, 2.973], [-5.897, -29.425, -0.736], [-7.900, -27.339, 2.187], [-11.021, -22.364, -1.811], [-6.118, -21.267, -2.907], [-8.287, -24.475, 2.007], [-5.757, -24.704, 1.553], [-5.596, -22.888, -4.015], [-5.889, -21.148, -0.738]]
}



2.
{
  "formula": "C42H54BN6O3PRbS",
  "method": "the ωB97M-V functional and the def2-TZVPD basis",
  "gap_ha": 0.292,
  "homo_energy_ev": -5.7466,
  "lumo_ev": 2.19,
  "total_charge": -1,
  "elements": ["C", "H", "C", "H", "N", "H", "H", "P", "H", "O", "S", "C", "H", "C", "H", "C", "H", "H", "H", "H", "C", "H", "C", "C", "O", "H", "H", "C", "C", "H", "H", "H", "C", "N", "C", "H", "H", "Rb", "H", "C", "C", "C", "C", "H", "C", "C", "H", "H", "H", "C", "N", "H", "H", "C", "H", "H", "C", "C", "C", "H", "H", "C", "H", "H", "H", "C", "C", "H", "H", "C", "H", "H", "C", "C", "C", "H", "H", "B", "H", "H", "H", "H", "C", "C", "C", "H", "C", "C", "C", "H", "C", "H", "H", "H", "N", "H", "C", "N", "C", "H", "N", "H", "H", "H", "C", "H", "C", "C", "O"],
  "coordinates": [[1.539, -4.691, -2.532], [-2.699, -0.574, -0.573], [2.814, 1.361, 1.342], [0.178, 6.136, -2.296], [1.768, 1.980, 0.824], [-0.147, 4.399, 2.364], [-3.004, 0.997, -1.340], [0.626, -3.197, -0.244], [-5.039, 2.389, -0.551], [0.425, -1.782, 2.824], [-0.738, -2.657, 2.677], [0.486, -4.530, 1.031], [2.171, 3.249, -3.480], [0.003, 3.270, -3.355], [2.667, 1.060, -1.325], [4.081, -0.773, 1.237], [2.282, -5.768, -4.229], [1.322, -7.782, 1.562], [-2.940, 3.513, 4.764], [-1.795, -5.020, -0.157], [2.544, -5.205, -3.341], [2.270, -0.561, -0.729], [1.813, 2.422, 2.998], [3.078, 0.169, -0.851], [-1.528, -2.804, 3.877], [-5.215, -0.210, 2.160], [1.357, 3.176, -5.054], [-0.021, 3.912, -1.988], [0.098, 6.462, 0.661], [-1.625, 4.422, 4.004], [-4.230, 1.708, 3.315], [-1.296, 2.895, 4.813], [1.321, 3.621, -4.055], [-1.519, 2.712, 1.815], [3.196, -3.750, -1.081], [-5.351, -1.135, 0.659], [5.504, 1.601, 1.153], [-0.189, 0.010, 0.881], [0.970, 3.968, 4.228], [-0.072, -4.263, 2.291], [5.022, 1.309, 0.218], [3.877, -5.001, -3.016], [-5.368, 1.538, 0.049], [0.202, 7.379, 0.081], [-0.905, -3.387, -1.227], [0.372, -6.515, 3.009], [-4.109, -3.468, -3.405], [0.502, -4.860, -2.796], [-0.589, -4.999, 4.213], [-1.083, -2.475, -2.268], [-2.116, 1.998, 0.821], [0.951, 6.385, 1.337], [0.711, 1.342, -2.651], [-4.671, -0.534, 1.270], [3.627, 1.263, 3.433], [-0.322, -1.724, -2.461], [-2.221, -2.507, -3.058], [-4.173, 0.668, 0.461], [3.735, 0.518, 0.487], [2.308, 3.059, 4.953], [4.734, -1.400, 0.623], [0.984, -5.808, 0.796], [3.178, -1.340, 1.481], [-4.193, -0.319, -1.458], [4.800, 2.218, -0.345], [-3.047, -4.350, -1.761], [0.022, 5.297, -0.270], [3.817, -0.279, -1.522], [-5.888, 1.926, 0.928], [0.929, -6.796, 1.774], [-3.823, -5.075, -1.547], [5.240, -4.099, -1.621], [-2.309, 2.694, 2.921], [-0.133, -5.246, 3.263], [-0.114, 1.752, -3.236], [4.659, -5.401, -3.649], [-1.040, 1.469, -2.733], [-0.166, 3.485, 1.583], [0.327, -7.279, 3.774], [3.454, -3.166, -0.205], [1.436, 4.702, -4.158], [-2.343, -1.785, -3.855], [-3.416, 1.924, 2.642], [-3.467, 0.169, -0.801], [-3.209, -3.448, -2.803], [-2.119, 3.562, -3.706], [-1.901, -4.323, -0.979], [1.851, -3.961, -1.389], [-1.169, 3.805, -4.186], [4.602, -0.561, 2.172], [2.896, 1.615, 2.723], [-0.099, 1.301, -4.233], [1.424, -6.043, -0.163], [-3.843, -1.171, 1.585], [-0.151, 3.173, -0.907], [0.712, 2.335, 4.842], [0.075, 5.281, -1.646], [1.133, 2.622, 1.840], [4.202, -4.272, -1.879], [-1.113, 4.890, -4.290], [-0.115, 4.018, 0.150], [-6.079, 0.951, -0.540], [-1.166, 3.365, -5.188], [-0.797, 6.547, 1.280], [-2.017, 3.423, 4.191], [5.729, 0.707, -0.361], [1.421, 2.981, 4.324], [-3.242, 1.509, 1.308], [-1.521, -2.316, 1.481]]
}